This record from the OMol25 dataset describes a structure of composition C12H10AuBrCl3O2 at a distorted geometry. The level of theory is ωB97M-V with the def2-TZVPD basis set.

Element x y z (Å)
C1 -1.11767 -1.10664 -2.33684
C2 -1.16112 -2.12031 -1.32449
C3 -1.88239 -1.57280 -0.17492
H1 -0.89084 -3.16910 -1.44054
C4 -2.23927 -0.19962 -0.51288
C5 -1.78192 0.05529 -1.84661
H2 -1.99874 0.95999 -2.42402
H3 -0.74024 -1.24015 -3.35677
H4 -2.23954 -2.14100 0.67471
H5 -2.91601 0.42755 0.06178
Au1 0.19122 -0.65788 0.04929
Br1 1.22512 -2.51596 1.17687
C6 2.16772 0.86481 -0.05430
C7 1.40282 1.68040 -0.97283
C8 1.31818 0.98599 -2.20947
H6 1.05944 2.69565 -0.77453
C9 2.03440 -0.24689 -2.09506
C10 2.61221 -0.30927 -0.78743
H7 3.38867 -0.99216 -0.45263
H8 2.55982 1.17960 0.90757
H9 0.86542 1.37597 -3.12309
H10 2.20712 -0.96139 -2.90045
Cl1 -0.51511 -0.05594 5.17720
C11 -0.47133 1.21604 3.93513
Cl2 -1.72300 2.46931 4.21618
Cl3 1.14758 2.00612 4.03051
C12 -0.78338 0.58364 2.53547
O1 -1.76887 -0.13941 2.42196
O2 0.04972 0.92818 1.60018

Calculated values
HOMO level (alpha / beta) = -4.15 / -4.11 eV
E = -128001.2907 eV
multiplicity = 3
total charge = -1

This record from the OMol25 dataset describes the molecule C12H10BrClFN3O at a distorted geometry. The level of theory is ωB97M-V with the def2-TZVPD basis set.

Element x y z (Å)
C1 -2.21163 0.25827 2.97836
C2 -0.82781 -0.14434 3.48102
N1 0.05383 -0.43426 2.38084
C3 0.09707 -1.55468 1.63887
C4 1.02115 -1.32215 0.64212
Br1 1.53947 -2.52177 -0.70873
C5 1.49229 -0.01207 0.86819
C6 2.54382 0.70124 0.09774
O1 3.59984 1.04943 0.56858
N2 2.27112 0.86354 -1.23488
C7 1.07599 0.61054 -1.90803
C8 1.10851 0.09849 -3.20411
C9 -0.06728 -0.19200 -3.86674
C10 -1.28152 0.02121 -3.23828
F1 -2.41887 -0.28518 -3.88423
C11 -1.33098 0.55972 -1.95800
Cl1 -2.84409 0.84734 -1.18216
C12 -0.15183 0.87316 -1.30423
N3 0.88557 0.49140 1.92970
H1 -2.85869 0.48469 3.82067
H2 -2.66009 -0.54626 2.40013
H3 -2.13978 1.14022 2.34708
H4 -0.89481 -1.02764 4.12134
H5 -0.37388 0.67587 4.04005
H6 -0.49650 -2.42055 1.84793
H7 3.06584 1.14368 -1.79667
H8 2.05705 -0.08851 -3.68243
H9 -0.05950 -0.59932 -4.86477
H10 -0.19430 1.32995 -0.32937

Calculated values
HOMO level = -8.82 eV
E = -104406.5495 eV
SMILES = CCn1cc(Br)c(C(=O)Nc2ccc(F)c(Cl)c2)n1
multiplicity = 1

This record from the OMol25 dataset describes a structure of composition C12H10BrF3HgO2 at a distorted geometry. The level of theory is ωB97M-V with the def2-TZVPD basis set.

Element x y z (Å)
C1 -1.60934 -0.87780 -1.27418
C2 -1.79215 -1.36489 0.05735
C3 -1.81873 -0.23846 0.93851
H1 -1.89659 -2.40743 0.34589
C4 -1.63384 0.93896 0.15435
C5 -1.49762 0.54311 -1.21005
H2 -1.36132 1.21432 -2.05588
H3 -1.55862 -1.49243 -2.17113
H4 -1.91188 -0.26742 2.02209
H5 -1.58186 1.95495 0.53991
Hg1 1.62507 -0.60564 -2.18038
Br1 3.78920 -0.82336 -0.83004
C6 2.22973 0.57037 -4.10100
C7 1.04191 1.33422 -4.33529
C8 0.01706 0.44743 -4.72861
H6 0.95224 2.42121 -4.36145
C9 0.50253 -0.87579 -4.71952
C10 1.91098 -0.83088 -4.40089
H7 2.65231 -1.61796 -4.54738
H8 3.23380 0.95033 -3.91126
H9 -0.96129 0.75197 -5.10782
H10 -0.06242 -1.73898 -5.06920
F1 1.58279 -3.97121 2.51687
C11 1.29253 -2.65162 2.62786
F2 0.09646 -2.52625 3.30190
F3 2.25634 -2.08067 3.39785
C12 1.14441 -1.87460 1.19476
O1 0.84467 -2.52637 0.17600
O2 1.30024 -0.65814 1.37972

Calculated values
HOMO level = -0.19 eV
E = -99069.7593 eV
multiplicity = 1
total charge = -2

This record from the OMol25 dataset describes a cluster of 10 separate species, C12H10Cl37FP in total. The level of theory is ωB97M-V with the def2-TZVPD basis set.

Element x y z (Å)
C1 0.90766 3.24922 0.70892
C2 1.97798 2.19010 0.38993
C3 2.71366 1.69236 1.63319
Cl1 4.51298 1.70714 1.31447
P1 2.22695 -0.14445 2.10270
F1 2.18756 0.28011 3.77308
H1 0.55671 3.19326 1.74117
H2 1.24812 4.26322 0.48331
H3 0.03341 3.07077 0.07684
H4 1.47724 1.32209 -0.05843
H5 2.70392 2.57256 -0.32955
H6 2.57196 2.34314 2.49489
H7 3.61282 -0.50988 2.28054
H8 1.78904 -1.48842 2.42448
H9 0.82977 0.25599 1.92916
H10 2.35176 -0.54492 0.71520
C4 2.00992 -4.16596 -0.27120
Cl2 1.93658 -2.48057 -0.82674
Cl3 1.94545 -4.21292 1.47972
Cl4 0.61602 -5.03550 -0.94074
Cl5 3.51025 -4.95147 -0.80681
C5 1.18251 5.42036 -3.13880
Cl6 -0.38211 5.36487 -2.32223
Cl7 2.47068 5.52363 -1.94072
Cl8 1.39620 3.95473 -4.09898
Cl9 1.22339 6.83005 -4.21479
C6 6.01691 -1.83694 -2.96325
Cl10 4.45292 -2.06738 -2.18854
Cl11 7.27389 -1.68854 -1.73204
Cl12 6.37615 -3.23141 -4.00134
Cl13 5.98877 -0.36950 -3.95241
C7 -2.27696 0.39748 -0.55997
Cl14 -3.96442 0.04765 -0.08829
Cl15 -2.20707 1.98772 -1.32717
Cl16 -1.24046 0.37040 0.86365
Cl17 -1.72017 -0.82327 -1.71022
C8 -7.81458 -1.05537 2.00958
Cl18 -8.91944 0.32629 2.03510
Cl19 -7.09714 -1.26053 3.60613
Cl20 -8.71045 -2.51492 1.57008
Cl21 -6.53702 -0.76653 0.82590
C9 4.99484 8.93696 -1.58947
Cl22 4.80474 10.69582 -1.50978
Cl23 6.59024 8.55049 -2.24548
Cl24 4.84672 8.25639 0.03326
Cl25 3.74717 8.24736 -2.62432
C10 -7.12260 -0.01516 7.50576
Cl26 -7.23668 -1.75492 7.79763
Cl27 -8.39049 0.47088 6.37750
Cl28 -7.32419 0.85233 9.03297
Cl29 -5.54539 0.36182 6.81412
C11 1.49430 -9.25014 -1.44603
Cl30 2.60811 -7.89132 -1.34297
Cl31 1.32024 -9.99668 0.14699
Cl32 -0.08462 -8.68207 -2.00130
Cl33 2.11585 -10.45176 -2.59020
C12 -4.80937 -3.10674 -3.86561
Cl34 -4.93308 -4.83741 -3.52183
Cl35 -6.10449 -2.63772 -4.97732
Cl36 -4.95691 -2.19422 -2.36709
Cl37 -3.24579 -2.76859 -4.61264

Calculated values
HOMO level = -4.23 eV
E = -487938.9386 eV
multiplicity = 1
total charge = -1

This record from the OMol25 dataset describes a structure of composition C12H10ClLaN3 at a distorted geometry. The level of theory is ωB97M-V with the def2-TZVPD basis set.

Element x y z (Å)
C1 0.64401 0.97465 1.51044
C2 -0.52414 1.77738 1.61244
C3 -0.57489 2.64033 0.48503
H1 -1.19795 1.80575 2.45972
C4 0.55904 2.35878 -0.33124
C5 1.37612 1.41938 0.37059
H2 2.42681 1.18693 0.16134
H3 0.98268 0.19055 2.18366
H4 -1.30298 3.43081 0.32068
H5 0.78864 2.82423 -1.30082
La1 -1.19413 0.10548 -0.49413
Cl1 -1.91770 -1.52867 1.28814
C6 -3.87706 -0.28407 -0.99384
C7 -3.58720 0.79495 -1.88241
C8 -3.75204 2.00770 -1.15192
H6 -3.44753 0.71221 -2.95623
C9 -4.12933 1.68020 0.17223
C10 -4.19479 0.27293 0.27726
H7 -4.57139 -0.25832 1.14558
H8 -3.94796 -1.33178 -1.26482
H9 -3.75123 3.01271 -1.56883
H10 -4.41911 2.38306 0.95256
N1 0.91094 -1.47061 -1.14733
C11 1.98540 -1.94966 -1.15977
N2 3.08720 -2.51763 -1.32424
C12 4.24225 -2.80504 -0.90860
N3 5.34442 -3.11976 -0.60379

Calculated values
HOMO level = -5.11 eV
E = -30462.2059 eV
multiplicity = 1
total charge = -1
energy above the lowest of the compared OMol25 structures with the same formula, charge and spin = 0.0 kJ/mol

This record from the OMol25 dataset describes a cluster of 2 separate species, C12H10F2O in total at a distorted geometry. The level of theory is ωB97M-V with the def2-TZVPD basis set.

Element x y z (Å)
F1 -1.66863 0.47443 2.62836
C1 -2.00071 0.50197 1.31891
C2 -2.23256 1.72828 0.71199
C3 -2.57532 1.75687 -0.63954
C4 -2.67283 0.55774 -1.33143
F2 -3.00489 0.58517 -2.64083
C5 -2.44097 -0.66859 -0.72447
C6 -2.09825 -0.69703 0.62694
H1 -2.14379 2.65190 1.29906
H2 -2.76764 2.70389 -1.16087
H3 -2.52973 -1.59223 -1.31152
H4 -1.90592 -1.64403 1.14829
O1 2.09690 1.63227 1.33577
C7 2.12921 0.47200 0.60403
C8 1.93607 0.58292 -0.77330
C9 1.95847 -0.56127 -1.56700
C10 2.17235 -1.81726 -0.99674
C11 2.36459 -1.92085 0.37990
C12 2.34368 -0.77984 1.18225
H5 2.24674 1.40542 2.28563
H6 1.76899 1.57749 -1.20748
H7 1.80584 -0.46749 -2.65029
H8 2.18912 -2.71638 -1.62675
H9 2.53394 -2.90213 0.84252
H10 2.49529 -0.86317 2.26653

Calculated values
HOMO level = -8.66 eV
E = -20088.4296 eV
SMILES = Fc1ccc(F)cc1.Oc1ccccc1
multiplicity = 1
energy above the lowest of the compared OMol25 structures with the same formula, charge and spin = 0.0 kJ/mol

This record from the OMol25 dataset describes a structure of composition C12H10N2O4SZn. The level of theory is ωB97M-V with the def2-TZVPD basis set.

Element x y z (Å)
Zn1 -0.99630 -0.68955 0.42472
O1 1.54640 1.91435 -1.77688
C1 0.67400 1.11105 -1.26228
O2 0.89030 0.36425 -0.31638
C2 -0.67750 1.14895 -1.90588
C3 -1.02850 1.94655 -2.99128
C4 -2.33680 1.86195 -3.45418
C5 -3.23210 0.97595 -2.86038
C6 -2.79140 0.21045 -1.78258
N1 -1.55010 0.33795 -1.32798
C7 -3.57570 -0.81275 -0.98428
O3 -4.74180 -1.21225 -1.37068
O4 -3.06060 -1.26945 0.02272
H1 2.42060 1.89635 -1.34218
H2 -0.30350 2.60745 -3.44348
H3 -2.66350 2.49335 -4.26778
H4 -4.24390 0.90795 -3.23218
H5 -5.11890 -0.85685 -2.19158
S1 -0.48310 -0.76435 2.62542
C8 1.27440 -0.88425 2.67032
N2 1.81300 -2.11715 2.61952
C9 3.12640 -2.34545 2.75072
C10 3.99080 -1.29215 2.95352
C11 3.47010 -0.00205 3.04292
C12 2.10660 0.20315 2.90642
H6 1.17600 -2.90805 2.51082
H7 3.46450 -3.37135 2.70742
H8 5.04860 -1.47525 3.05582
H9 4.12790 0.83325 3.22942
H10 1.67420 1.18795 2.99012

Calculated values
HOMO level = -15.68 eV
E = -83017.1839 eV
multiplicity = 1
total charge = +2
energy above the lowest of the compared OMol25 structures with the same formula, charge and spin = 0.0 kJ/mol

This record from the OMol25 dataset describes the molecule C12H10N4OS at a distorted geometry. The level of theory is ωB97M-V with the def2-TZVPD basis set.

Element x y z (Å)
O1 -2.94964 4.16625 3.48734
C1 -1.99358 4.13922 2.61620
C2 -0.74093 5.02708 2.46542
S1 0.48474 3.95922 1.51009
C3 -0.83800 2.88205 1.07328
N1 -0.56479 1.74063 0.50717
N2 -1.50158 0.80167 0.43979
C4 -1.07837 -0.37240 0.14819
C5 0.30810 -0.83433 -0.21975
C6 0.81292 -1.67579 0.95961
N3 1.47513 -2.74122 0.63493
C7 1.23922 -2.90604 -0.71019
C8 1.93793 -3.89498 -1.42521
C9 1.80648 -3.95524 -2.83780
C10 1.00858 -2.97575 -3.36892
C11 0.43539 -1.95361 -2.60104
C12 0.61398 -1.83300 -1.25129
N4 -2.06763 3.15581 1.61104
H1 -0.23717 5.36932 3.40916
H2 -0.96470 5.87928 1.96059
H3 -1.74483 -1.28851 0.22863
H4 0.90811 0.00238 -0.35876
H5 0.66332 -1.24003 1.92297
H6 2.66833 -4.55188 -1.05010
H7 2.17749 -4.82241 -3.47394
H8 0.89859 -3.11050 -4.41275
H9 -0.20420 -1.29859 -3.10128
H10 -2.55290 2.33137 1.83662

Calculated values
HOMO level = -8.73 eV
E = -31446.2383 eV
SMILES = O=C1CS/C(=N/N=C\[C@H]2C=Nc3ccccc32)N1
multiplicity = 1
energy above the lowest of the compared OMol25 structures with the same formula, charge and spin = 177.7 kJ/mol